# 1
Formula: C34H35AgF12N3O18S
Source: OMol25
Level of theory: the ωB97M-V functional and the def2-TZVPD basis

Geometry as XYZ:
```
104
C34H35AgF12N3O18S, DFT the ωB97M-V functional and the def2-TZVPD basis
Ag 0.22 0.22 0.28
S -1.17 0.04 -2.34
O 0.10 -0.76 -2.03
O -0.89 1.21 -3.24
O -2.23 -0.85 -2.97
O -1.62 0.49 -1.00
C 1.47 -0.80 -6.09
C 1.51 -0.41 -4.79
C 2.45 -1.05 -3.96
C 3.25 -2.05 -4.44
C 3.18 -2.48 -5.76
C 2.30 -1.84 -6.59
N 4.22 -2.71 -3.59
O 5.06 -3.47 -4.02
O 4.12 -2.51 -2.39
H 0.79 -0.38 -6.82
H 0.84 0.34 -4.42
H 2.49 -0.82 -2.91
H 3.90 -3.25 -6.09
H 2.21 -2.02 -7.67
C -4.10 2.27 -1.04
C -4.87 3.27 -0.42
C -6.06 3.63 -0.96
C -6.48 2.92 -2.07
C -5.74 1.98 -2.71
C -4.49 1.59 -2.18
N -7.85 3.26 -2.67
O -8.31 2.42 -3.42
O -8.31 4.36 -2.45
H -3.20 1.97 -0.50
H -4.53 3.85 0.43
H -6.60 4.48 -0.65
H -6.19 1.42 -3.53
H -3.91 0.79 -2.59
C 1.49 3.17 -1.05
C 0.32 3.66 -0.53
C 0.32 4.36 0.70
C 1.53 4.47 1.33
C 2.74 4.07 0.78
C 2.73 3.42 -0.45
N 1.56 5.15 2.64
O 2.59 4.98 3.31
O 0.59 5.75 2.98
H 1.35 2.73 -2.02
H -0.64 3.50 -0.98
H -0.59 4.79 1.22
H 3.65 4.25 1.34
H 3.67 3.11 -1.00
C 2.07 -4.53 -1.39
C 1.85 -3.60 -0.23
O 1.65 -4.35 1.01
C 1.63 -3.52 1.99
O 1.89 -2.35 2.06
C 1.04 -4.27 3.28
F 1.58 -3.85 4.42
F -0.26 -4.01 3.29
F 1.28 -5.63 3.24
H 1.13 -5.01 -1.48
H 2.91 -5.21 -1.45
H 2.08 -3.89 -2.26
H 0.95 -2.94 -0.37
H 2.70 -2.88 -0.03
C 4.93 2.29 4.65
C 3.94 1.32 3.99
O 4.46 1.11 2.59
C 3.66 0.68 1.67
O 2.46 0.40 1.84
C 4.35 0.44 0.25
F 5.25 1.37 -0.05
F 4.92 -0.77 0.32
F 3.48 0.47 -0.73
H 4.72 3.29 4.25
H 6.01 2.13 4.53
H 4.56 2.27 5.68
H 2.94 1.74 3.89
H 3.91 0.28 4.44
C -3.06 -4.26 -2.73
C -2.14 -3.85 -1.55
O -3.00 -3.09 -0.53
C -2.39 -2.27 0.31
O -1.24 -2.10 0.57
C -3.49 -1.52 1.23
F -3.37 -1.94 2.47
F -3.29 -0.20 1.14
F -4.81 -1.71 0.85
H -3.17 -3.30 -3.27
H -4.03 -4.58 -2.36
H -2.59 -5.13 -3.24
H -1.28 -3.27 -1.84
H -1.74 -4.66 -0.93
C 0.05 -0.84 5.31
C -0.27 -0.54 3.91
O -1.41 0.41 4.02
C -1.61 1.41 3.19
O -1.11 1.60 2.12
C -2.64 2.45 3.77
F -3.18 3.10 2.72
F -3.53 1.81 4.52
F -2.03 3.32 4.50
H 0.71 -1.69 5.39
H -0.89 -1.15 5.77
H 0.48 0.00 5.90
H -0.53 -1.45 3.35
H 0.54 -0.03 3.35
```

Results
* HOMO level: -5.598 eV
* frontier orbital gap: 6.914 eV
* total charge: -1
* LUMO level: 1.316 eV
* total energy: -4578.610500 Ha


# 2
Formula: H4N2O2P
Source: OMol25
Level of theory: the ωB97M-V functional and the def2-TZVPD basis

Geometry as XYZ:
```
9
H4N2O2P, DFT the ωB97M-V functional and the def2-TZVPD basis
N 1.01 0.26 0.32
N -0.05 1.07 -0.01
O -1.20 -1.50 -0.03
O -2.76 0.58 -0.19
P -1.41 0.00 0.15
H 0.71 -0.66 0.80
H 1.65 0.01 -0.44
H -1.13 0.00 -1.53
H -1.46 -0.12 1.67
```

Results
* HOMO level (spin up / spin down): -4.005 / -4.238 eV
* frontier orbital gap (spin up / spin down): 7.931 / 7.806 eV
* total charge: -1
* LUMO level (spin up / spin down): 3.926 / 3.569 eV
* total energy: -603.679091 Ha


# 3
Formula: C2H3BrClNO2
Source: OMol25
Level of theory: the ωB97M-V functional and the def2-TZVPD basis

Geometry as XYZ:
```
10
C2H3BrClNO2, DFT the ωB97M-V functional and the def2-TZVPD basis
C 0.11 -0.13 -0.20
C 0.12 -1.55 -0.24
N -0.07 -2.44 0.92
O 0.15 -3.61 0.71
O -0.40 -1.93 1.98
Cl 0.93 -2.26 -1.62
Br -2.86 -2.20 -0.78
H 0.67 0.50 0.42
H -0.96 0.33 -0.14
H 0.27 0.17 -1.19
```

Results
* HOMO level (spin up / spin down): -11.028 / -9.812 eV
* frontier orbital gap (spin up / spin down): 8.621 / 6.241 eV
* total charge: 0
* LUMO level (spin up / spin down): -2.408 / -3.571 eV
* total energy: -3317.244964 Ha


# 4
Formula: C22H39N2OPPdSi
Source: OMol25
Level of theory: the ωB97M-V functional and the def2-TZVPD basis

Geometry as XYZ:
```
67
C22H39N2OPPdSi, DFT the ωB97M-V functional and the def2-TZVPD basis
Pd 0.17 0.29 -0.13
Si 2.23 0.25 -0.86
P -0.86 -0.46 -3.55
N -0.30 -1.15 -2.20
H 1.45 0.81 0.69
C -2.63 -0.24 -3.46
H -3.03 0.08 -4.43
H -2.85 0.47 -2.64
H -3.10 -1.20 -3.21
C -0.11 1.14 -3.81
H -0.31 1.47 -4.85
H 0.97 1.06 -3.67
H -0.52 1.87 -3.09
C -0.49 -1.44 -5.03
H -0.72 -0.84 -5.92
H -1.13 -2.32 -5.06
H 0.56 -1.73 -5.01
C 2.91 2.00 -1.07
H 2.55 2.69 -0.30
H 2.62 2.41 -2.04
H 4.01 1.99 -1.02
H 3.05 -0.41 0.34
H 2.61 -0.45 -2.18
C -0.34 -2.50 -1.93
C -1.62 -4.49 -1.39
C -1.57 -3.12 -1.61
C 0.84 -3.26 -1.91
C 0.79 -4.63 -1.70
C -0.45 -5.24 -1.45
H -2.58 -4.96 -1.15
H -2.46 -2.50 -1.53
H 1.79 -2.75 -2.08
H 1.72 -5.23 -1.72
H -0.49 -6.31 -1.29
C -1.90 2.87 -0.41
O -1.66 1.79 -1.05
C -2.53 2.74 0.96
H -1.99 3.37 1.68
H -2.37 1.67 1.21
H -3.61 2.92 1.01
C -0.96 4.03 -0.77
H -1.30 4.69 -1.60
H -0.02 3.53 -1.11
H -0.72 4.62 0.15
C 2.38 -0.18 3.96
N 1.82 1.19 4.02
C 2.89 2.23 4.02
C 0.87 1.45 2.90
C -0.20 0.39 2.82
C -0.87 0.11 4.03
C -1.76 -0.97 4.11
C -1.96 -1.81 3.00
C -1.34 -1.50 1.78
C -0.50 -0.37 1.71
H 2.86 -0.35 2.98
H 1.57 -0.90 4.09
H 3.09 -0.24 4.75
H 1.25 1.29 4.87
H 3.52 2.13 3.13
H 2.43 3.23 4.07
H 3.48 2.02 4.90
H 0.38 2.42 3.06
H 1.59 1.51 2.09
H -0.74 0.76 4.92
H -2.29 -1.19 5.04
H -2.63 -2.68 3.05
H -1.49 -2.10 0.90
```

Results
* HOMO level (spin up / spin down): -3.636 / -7.314 eV
* frontier orbital gap (spin up / spin down): 3.408 / 5.882 eV
* total charge: 0
* LUMO level (spin up / spin down): -0.228 / -1.432 eV
* spin multiplicity: 5
* total energy: -1804.801094 Ha
* <S²>: 6.01


# 5
Formula: C5H34N2O11
Source: OMol25
Level of theory: the ωB97M-V functional and the def2-TZVPD basis

Geometry as XYZ:
```
52
C5H34N2O11, DFT the ωB97M-V functional and the def2-TZVPD basis
C 0.03 -0.51 3.74
N -0.18 -0.29 2.27
C 0.77 0.74 1.77
C 1.34 0.10 0.44
N 0.78 0.86 -0.69
C 2.88 0.10 0.50
C 3.54 -0.70 -0.59
O 3.37 1.44 0.59
H 1.09 -0.96 3.77
H 0.03 0.45 4.29
H -0.74 -1.13 4.18
H -1.14 0.03 2.13
H 1.51 1.09 2.57
H 0.37 1.69 1.37
H 0.94 -0.94 0.43
H 0.69 0.25 -1.48
H 1.39 1.69 -0.92
H 3.30 -0.31 1.48
H 4.29 -1.40 -0.34
H 2.87 -1.16 -1.36
H 4.05 0.05 -1.22
H 3.33 1.85 -0.29
O -1.28 -0.17 -3.40
H -0.61 -0.90 -3.50
H -2.03 -0.79 -3.46
O 3.13 2.19 -2.78
H 2.85 3.08 -2.96
H 3.12 1.57 -3.48
O 0.67 -3.45 0.04
H 0.21 -3.09 0.81
H 1.58 -3.52 0.29
O -3.55 -1.73 -0.22
H -3.93 -1.74 0.68
H -3.34 -0.81 -0.34
O 2.68 3.90 1.40
H 2.57 3.85 2.34
H 2.80 2.98 1.13
O -4.05 1.90 0.36
H -4.05 2.60 -0.30
H -3.43 1.26 -0.04
O -3.52 0.16 2.54
H -4.01 -0.07 3.35
H -3.80 0.98 2.06
O -0.13 -2.25 -2.26
H -0.52 -2.81 -2.99
H -0.66 -2.32 -1.48
O -1.98 0.90 -0.97
H -1.78 0.69 -1.90
H -1.19 1.04 -0.40
O -3.33 -2.06 -2.81
H -4.13 -1.87 -2.28
H -2.80 -2.46 -2.08
```

Results
* HOMO level: -8.756 eV
* frontier orbital gap: 9.034 eV
* total charge: 0
* LUMO level: 0.277 eV
* total energy: -1147.997313 Ha


# 6
Formula: C15H34N3O3
Source: OMol25
Level of theory: the ωB97M-V functional and the def2-TZVPD basis

Geometry as XYZ:
```
55
C15H34N3O3, DFT the ωB97M-V functional and the def2-TZVPD basis
C 2.08 2.34 1.70
C 1.52 2.93 0.39
C 2.64 3.53 -0.46
C 0.67 1.93 -0.40
C 1.46 0.72 -0.93
C -0.48 1.39 0.43
O -1.48 2.41 0.72
N -2.46 2.44 -0.30
C -3.54 3.10 0.33
N -3.88 2.84 1.65
N -4.21 4.01 -0.35
H 3.14 2.56 1.81
H 1.57 2.75 2.58
H 1.95 1.26 1.76
H 0.86 3.76 0.66
H 2.26 3.89 -1.41
H 3.07 4.40 0.06
H 3.44 2.82 -0.64
H 0.22 2.46 -1.25
H 1.10 0.44 -1.92
H 1.28 -0.16 -0.30
H 2.52 0.91 -1.00
H -0.94 0.55 -0.10
H -0.15 1.01 1.39
H -2.67 1.46 -0.53
H -3.28 3.26 2.35
H -3.72 1.84 1.77
H -4.42 4.91 0.07
H -4.57 3.83 -1.27
C -0.19 -2.58 4.10
C -1.37 -3.02 3.22
C -1.71 -1.72 2.50
O -0.49 -1.00 2.36
C 0.53 -1.61 3.17
H 0.44 -3.40 4.42
H -0.56 -2.06 4.98
H -1.04 -3.78 2.51
H -2.21 -3.42 3.78
H -2.42 -1.12 3.08
H -2.14 -1.89 1.51
H 1.24 -2.13 2.52
H 1.06 -0.82 3.71
C 1.63 -4.08 -4.00
C 0.20 -3.54 -4.09
C 0.26 -2.38 -3.10
O 1.60 -1.88 -3.14
C 2.44 -2.80 -3.85
H 1.93 -4.66 -4.87
H 1.74 -4.71 -3.12
H 0.00 -3.17 -5.10
H -0.56 -4.27 -3.83
H 0.04 -2.72 -2.08
H -0.42 -1.57 -3.35
H 2.69 -2.37 -4.83
H 3.36 -2.93 -3.29
```

Results
* HOMO level: -11.388 eV
* frontier orbital gap: 6.169 eV
* total charge: +1
* LUMO level: -5.219 eV
* total energy: -981.541850 Ha


# 7
Formula: CH5OPS2
Source: OMol25
Level of theory: the ωB97M-V functional and the def2-TZVPD basis

Geometry as XYZ:
```
10
CH5OPS2, DFT the ωB97M-V functional and the def2-TZVPD basis
C -1.18 0.24 -1.27
O -0.59 -0.06 -0.05
P 0.89 -0.30 0.65
S 2.22 -0.86 -0.59
H -0.85 -0.32 -2.13
H -1.06 1.26 -1.54
H -2.29 0.17 -1.17
S 1.38 2.79 -0.70
H 1.55 2.45 0.82
H 0.09 2.82 -0.97
```

Results
* HOMO level: -9.245 eV
* frontier orbital gap: 8.516 eV
* total charge: 0
* LUMO level: -0.729 eV
* total energy: -1254.032451 Ha


# 8
Formula: C4H4N4
Source: OMol25
Level of theory: the ωB97M-V functional and the def2-TZVPD basis

Geometry as XYZ:
```
12
C4H4N4, DFT the ωB97M-V functional and the def2-TZVPD basis
H 2.60 0.67 1.30
N 2.26 -0.21 0.59
C 1.28 -0.01 -0.23
C 0.41 1.26 -0.62
N -0.82 1.31 -0.30
C -1.57 0.33 0.28
C -1.22 -0.98 0.26
N -0.36 -1.69 -0.53
N 0.80 -1.25 -0.80
H 0.95 1.92 -1.36
H -2.53 0.44 0.64
H -1.80 -1.77 0.78
```

Results
* HOMO level: -9.447 eV
* frontier orbital gap: 8.806 eV
* total charge: 0
* LUMO level: -0.641 eV
* total energy: -373.691096 Ha


# 9
Formula: C4H10NOS
Source: OMol25
Level of theory: the ωB97M-V functional and the def2-TZVPD basis

Geometry as XYZ:
```
17
C4H10NOS, DFT the ωB97M-V functional and the def2-TZVPD basis
C -1.14 -0.71 0.52
N 0.07 0.06 0.62
C 1.14 -0.25 -0.27
C 2.43 0.01 0.22
S -3.92 -0.48 1.60
C 0.87 -0.82 -1.51
O -0.54 2.56 -0.61
H -1.58 -0.50 -0.46
H -1.98 -0.33 1.19
H -1.23 -1.79 0.65
H 0.40 0.04 1.57
H -0.42 1.70 -0.11
H 2.47 0.29 1.27
H 3.29 -0.45 -0.24
H -1.49 2.70 -0.57
H 1.77 -0.99 -2.08
H -0.13 -1.03 -1.82
```

Results
* HOMO level: -2.231 eV
* frontier orbital gap: 2.874 eV
* total charge: -1
* LUMO level: 0.643 eV
* total energy: -686.426442 Ha


# 10
Formula: C5H7F3
Source: OMol25
Level of theory: the ωB97M-V functional and the def2-TZVPD basis

Geometry as XYZ:
```
15
C5H7F3, DFT the ωB97M-V functional and the def2-TZVPD basis
C -0.99 -1.01 1.27
C 0.40 0.12 -0.24
C 0.15 -1.24 0.30
C -0.56 0.33 -1.38
C 1.24 1.14 0.43
F -2.14 -0.58 0.65
F 1.13 -1.78 0.99
F -0.16 -2.24 -0.67
H -0.64 -0.33 2.06
H -0.11 1.01 -2.18
H -1.44 0.89 -1.13
H -0.93 -0.56 -1.77
H 1.61 1.62 -0.48
H 1.87 0.67 1.23
H 0.57 1.97 0.92
```

Results
* HOMO level (spin up / spin down): -9.192 / -8.326 eV
* frontier orbital gap (spin up / spin down): 9.074 / 8.013 eV
* total charge: 0
* LUMO level (spin up / spin down): -0.118 / -0.313 eV
* total energy: -494.172966 Ha


# 11
Formula: C2H3F2IO
Source: OMol25
Level of theory: the ωB97M-V functional and the def2-TZVPD basis

Geometry as XYZ:
```
9
C2H3F2IO, DFT the ωB97M-V functional and the def2-TZVPD basis
C 1.04 -0.60 -0.81
C -0.15 -0.08 0.03
O -0.63 0.94 0.40
F -0.73 -1.21 0.44
F -2.37 1.43 1.96
I 2.44 0.87 -1.55
H 1.61 -1.26 -0.21
H 0.49 -1.11 -1.67
H -1.69 1.03 1.40
```

Results
* HOMO level (spin up / spin down): -6.374 / -10.986 eV
* frontier orbital gap (spin up / spin down): 6.741 / 6.680 eV
* total charge: 0
* LUMO level (spin up / spin down): 0.367 / -4.305 eV
* spin multiplicity: 3
* total energy: -650.514487 Ha
* <S²>: 2.01


# 12
Formula: C12H46N2O12
Source: OMol25
Level of theory: the ωB97M-V functional and the def2-TZVPD basis

Geometry as XYZ:
```
72
C12H46N2O12, DFT the ωB97M-V functional and the def2-TZVPD basis
C -4.21 3.16 1.40
O -4.76 2.34 0.36
C -3.88 1.87 -0.66
C -4.44 0.68 -1.48
N -4.80 -0.40 -0.54
C -5.92 -1.22 -0.99
C -6.49 -2.11 0.21
O -7.38 -1.31 0.99
C -8.62 -0.90 0.42
H -4.98 3.44 2.11
H -3.70 4.00 0.92
H -3.48 2.65 2.02
H -2.97 1.62 -0.11
H -3.61 2.73 -1.26
H -3.67 0.27 -2.13
H -5.25 0.97 -2.14
H -5.16 0.17 0.21
H -5.61 -1.90 -1.79
H -6.74 -0.60 -1.33
H -5.68 -2.44 0.86
H -6.86 -3.08 -0.12
H -8.46 -0.11 -0.32
H -9.21 -0.57 1.28
H -9.24 -1.71 0.05
C 3.12 -1.76 0.33
O 4.15 -0.97 -0.17
C 4.19 0.36 0.35
C 5.12 1.41 -0.34
N 6.53 1.06 -0.27
C 6.79 -0.22 -0.91
C 6.52 -0.37 -2.48
O 7.17 0.63 -3.20
C 7.43 0.40 -4.59
H 2.98 -2.59 -0.36
H 2.20 -1.16 0.39
H 3.37 -2.00 1.36
H 4.37 0.38 1.43
H 3.21 0.84 0.27
H 4.91 2.36 0.15
H 4.89 1.59 -1.39
H 6.79 0.93 0.70
H 6.39 -1.03 -0.29
H 7.84 -0.48 -0.80
H 5.46 -0.42 -2.70
H 6.88 -1.36 -2.76
H 8.19 -0.34 -4.82
H 7.90 1.33 -4.92
H 6.50 0.29 -5.14
O 0.05 -3.15 0.75
H 0.80 -3.75 0.70
H 0.05 -2.71 -0.10
O -2.86 -0.96 1.31
H -3.52 -0.75 0.65
H -2.84 -1.92 1.34
O 0.35 -1.72 3.20
H 1.05 -2.34 3.40
H 0.06 -1.95 2.32
O 0.47 0.66 4.49
H 1.14 1.19 4.06
H 0.51 -0.19 4.06
O 0.29 -1.75 -1.76
H -0.12 -2.29 -2.44
H 0.67 -1.02 -2.24
O 0.03 0.53 1.01
H -0.07 0.06 1.84
H -0.53 0.05 0.40
O 0.20 3.02 0.01
H 0.12 2.07 0.07
H -0.01 3.33 0.89
O 2.17 2.10 2.99
H 1.37 2.52 2.67
H 2.88 2.57 2.56
```

Results
* HOMO level: -8.462 eV
* frontier orbital gap: 8.308 eV
* total charge: 0
* LUMO level: -0.155 eV
* total energy: -1497.049497 Ha


# 13
Formula: C3H8BrN2
Source: OMol25
Level of theory: the ωB97M-V functional and the def2-TZVPD basis

Geometry as XYZ:
```
14
C3H8BrN2, DFT the ωB97M-V functional and the def2-TZVPD basis
C 1.44 -1.39 0.29
N 0.23 -0.70 -0.30
C -0.24 0.54 -0.12
N 0.47 1.37 0.56
C -1.56 0.92 -0.81
Br -2.90 -0.23 0.12
H 2.42 -1.50 -0.27
H 1.47 -0.90 1.26
H 1.21 -2.43 0.58
H -0.39 -1.39 -0.72
H -0.14 2.03 1.00
H 1.33 0.94 0.96
H -1.40 0.75 -1.92
H -1.95 1.98 -0.63
```

Results
* HOMO level: -14.670 eV
* frontier orbital gap: 10.679 eV
* total charge: +1
* LUMO level: -3.990 eV
* total energy: -2802.369386 Ha